# 1
Computed, not measured: 2 unconnected molecules or ions with the total composition C3H9BO3, with wB97M-V/def2-TZVPD.

Computed properties:
- Multiplicity: 1
- HOMO (alpha / beta): -7.575 / -7.619 eV
- Energy above the lowest of the compared OMol25 structures with the same formula, charge and spin: 367.73 kJ/mol

Element x y z (Å)
B 2.576 -0.668 0.449
C -2.235 0.954 -0.324
C -0.875 0.322 -0.507
C -0.516 -0.371 0.794
O 3.495 -0.310 1.318
O 2.826 -0.407 -0.841
O -1.001 -1.683 0.830
H -3.089 0.177 -0.472
H -2.523 1.745 -0.984
H -2.284 1.485 0.647
H -0.091 1.107 -0.619
H -0.712 -0.271 -1.389
H -0.727 0.324 1.556
H 4.373 -0.034 0.946
H 2.029 -0.450 -1.352
H -1.247 -1.921 -0.052


# 2
Computed, not measured: a molecular structure, C26H25F6GaNO11P2S2Te, with wB97M-V/def2-TZVPD.

Computed properties:
- Multiplicity: 1
- HOMO: -6.016 eV
- Charge: -1

Element x y z (Å)
Ga 1.174 0.289 0.627
O 4.738 1.277 -0.677
C 3.597 1.223 -0.274
O 3.134 0.379 0.599
C 2.497 2.186 -0.827
O 2.715 3.033 -1.657
O 1.313 1.944 -0.309
F -1.964 2.647 3.453
C -1.063 2.301 4.376
F -1.711 1.821 5.428
F -0.384 3.386 4.731
S 0.086 0.997 3.666
O -0.058 1.206 2.220
O -0.414 -0.246 4.170
N 1.552 1.404 4.006
S 2.086 1.407 5.514
O 3.137 2.364 5.633
O 1.035 1.358 6.491
C 2.947 -0.223 5.621
F 3.830 -0.358 4.639
F 3.595 -0.291 6.791
F 2.081 -1.237 5.562
C -5.059 -1.246 0.601
C -4.951 -0.756 -0.696
C -3.765 -0.189 -1.128
C -2.671 -0.108 -0.267
C -2.782 -0.608 1.027
C -3.975 -1.173 1.461
P -1.103 0.721 -0.703
C -0.762 0.234 -2.418
C -1.137 -1.020 -2.892
C -0.739 -1.441 -4.151
C 0.047 -0.615 -4.943
C 0.437 0.629 -4.468
C 0.038 1.055 -3.210
C -1.657 2.455 -0.874
C -2.272 2.898 -2.042
C -2.733 4.202 -2.143
C -2.589 5.074 -1.074
C -1.982 4.635 0.094
C -1.513 3.334 0.192
H -5.990 -1.684 0.938
H -5.797 -0.814 -1.370
H -3.687 0.194 -2.138
H -1.930 -0.555 1.698
H -4.051 -1.556 2.470
H -1.728 -1.680 -2.269
H -1.036 -2.419 -4.510
H 0.362 -0.945 -5.925
H 1.069 1.270 -5.068
H 0.376 2.014 -2.836
H -2.386 2.229 -2.886
H -3.200 4.535 -3.061
H -2.937 6.096 -1.154
H -1.858 5.311 0.930
H -1.021 3.007 1.092
C -0.380 -5.026 0.119
C -0.181 -3.867 -0.829
O 1.219 -3.602 -1.009
P 1.883 -2.310 -0.353
O 1.354 -1.058 -1.014
Te 1.307 -1.995 1.952
O 3.404 -2.587 -0.604
C 4.164 -1.861 -1.615
C 4.993 -2.859 -2.387
H -1.444 -5.246 0.214
H 0.008 -4.784 1.109
H 0.131 -5.914 -0.252
H -0.690 -2.966 -0.471
H -0.566 -4.102 -1.823
H 4.773 -1.134 -1.080
H 3.473 -1.322 -2.263
H 5.748 -3.315 -1.747
H 5.497 -2.352 -3.210
H 4.362 -3.648 -2.797


# 3
Computed, not measured: a gas-phase ion, C4H7O3 (charge -1), with wB97M-V/def2-TZVPD.

Computed properties:
- Multiplicity: 1
- SMILES: O=C([O-])CCCO
- HOMO: -4.015 eV
- Energy above the lowest of the compared OMol25 structures with the same formula, charge and spin: 58.02 kJ/mol
- Charge: -1

Element x y z (Å)
O -0.070 -0.041 2.096
C 0.053 1.021 1.450
O 0.186 2.190 1.876
C -0.095 0.925 -0.100
C -0.180 -0.519 -0.571
C 0.021 -0.817 -2.033
O 0.079 -2.245 -2.271
H -1.033 1.438 -0.298
H 0.781 1.385 -0.519
H 0.509 -1.128 0.022
H -1.103 -0.975 -0.292
H -0.784 -0.429 -2.668
H 0.979 -0.494 -2.460
H -0.450 -2.706 -1.605


# 4
Computed, not measured: a gas-phase ion, C5H6N3S (charge +1), with wB97M-V/def2-TZVPD.

Computed properties:
- Multiplicity: 1
- HOMO (alpha / beta): -12.516 / -13.116 eV
- Energy above the lowest of the compared OMol25 structures with the same formula, charge and spin: 396.40 kJ/mol
- Charge: +1

Element x y z (Å)
C -2.678 -1.274 1.799
C -3.315 -0.247 2.590
C 0.751 0.644 0.464
C -1.181 0.358 1.639
C 1.826 0.545 -1.807
N -0.193 1.098 1.279
N 0.877 0.624 -0.779
N -1.594 -0.826 1.201
S -2.288 1.012 2.878
H -2.956 -2.299 1.513
H -4.262 -0.451 2.916
H 1.454 0.293 1.247
H 1.308 0.099 -2.572
H 2.188 1.587 -2.126
H 2.619 -0.176 -1.369


# 5
Computed, not measured: a molecular structure, C26H29AsBrN3O3PdS, with wB97M-V/def2-TZVPD.

Computed properties:
- Multiplicity: 2
- HOMO (alpha / beta): -10.686 / -10.864 eV
- Energy above the lowest of the compared OMol25 structures with the same formula, charge and spin: 70.11 kJ/mol
- Charge: +1

Element x y z (Å)
Pd 0.054 -0.256 0.624
O 2.481 -0.817 -3.246
C 1.399 -1.017 -4.034
C 1.606 -1.044 -5.407
C 0.537 -1.219 -6.262
C -0.758 -1.385 -5.767
C -0.963 -1.390 -4.407
C 0.107 -1.204 -3.517
C -0.135 -1.199 -2.070
O 0.774 -0.701 -1.289
N -1.255 -1.753 -1.630
N -1.315 -1.720 -0.299
C -2.251 -2.477 0.228
C -2.428 -2.720 1.608
C -3.556 -3.476 2.010
C -3.797 -3.741 3.325
C -2.901 -3.269 4.338
C -1.800 -2.557 4.015
C -1.492 -2.251 2.635
O -0.449 -1.635 2.344
H 2.161 -0.777 -2.331
H 2.614 -0.919 -5.780
H 0.708 -1.224 -7.330
H -1.590 -1.511 -6.446
H -1.953 -1.533 -3.997
H -2.919 -2.978 -0.467
H -4.236 -3.835 1.247
H -4.672 -4.310 3.608
H -3.108 -3.495 5.376
H -1.105 -2.197 4.762
Br -5.773 0.362 1.343
C -4.164 1.316 1.318
C -4.140 2.692 1.351
C -2.898 3.307 1.375
C -1.747 2.543 1.372
N -1.778 1.203 1.258
C -2.967 0.614 1.250
H -5.057 3.264 1.381
H -2.803 4.384 1.423
H 0.364 2.453 1.788
H -2.989 -0.458 1.179
S -0.081 4.724 1.613
C -0.423 3.171 1.587
C 2.865 1.539 3.060
C 2.792 2.271 1.719
As 2.036 1.141 0.334
C 3.554 -0.007 -0.088
C 3.433 -1.422 0.483
C 1.802 2.290 -1.207
C 2.953 3.278 -1.371
H 3.160 2.227 3.852
H 3.597 0.731 3.035
H 1.902 1.105 3.337
H 3.785 2.540 1.362
H 2.211 3.189 1.798
H 4.426 0.497 0.326
H 3.662 -0.022 -1.171
H 3.474 -1.412 1.572
H 4.247 -2.048 0.121
H 2.495 -1.891 0.194
H 0.847 2.803 -1.097
H 1.717 1.622 -2.064
H 2.962 4.022 -0.574
H 2.851 3.804 -2.320
H 3.922 2.776 -1.378


# 6
Computed, not measured: a single C4H7NO molecule, with wB97M-V/def2-TZVPD.

Computed properties:
- Multiplicity: 1
- SMILES: C[C@H]1NCC1=O
- HOMO: -9.678 eV
- Energy above the lowest of the compared OMol25 structures with the same formula, charge and spin: 162.29 kJ/mol

Element x y z (Å)
C -1.772 -0.143 -0.090
C -0.330 -0.163 0.369
N 0.665 -0.910 -0.439
C 1.691 0.140 -0.262
C 0.536 1.070 0.107
O 0.333 2.250 0.061
H -2.212 -1.145 -0.064
H -1.852 0.248 -1.108
H -2.353 0.503 0.577
H -0.270 -0.415 1.442
H 0.921 -1.816 -0.061
H 2.295 0.384 -1.140
H 2.350 -0.004 0.610


# 7
Computed, not measured: 6 unconnected molecules or ions with the total composition C14H43N3O6, with wB97M-V/def2-TZVPD.

Computed properties:
- Multiplicity: 1
- HOMO: -7.385 eV
- Energy above the lowest of the compared OMol25 structures with the same formula, charge and spin: 192.76 kJ/mol

Element x y z (Å)
O -18.103 8.281 -3.817
H -18.308 8.491 -2.858
H -17.409 7.556 -3.815
H -18.962 8.012 -4.340
C -20.410 8.075 -6.873
C -19.899 6.844 -6.152
O -20.007 6.924 -4.761
H -20.238 9.000 -6.324
H -21.492 7.950 -7.008
H -20.085 8.187 -7.914
H -18.826 6.669 -6.404
H -20.432 5.944 -6.499
C -16.040 9.277 -6.433
C -16.201 10.765 -6.187
C -16.555 11.088 -4.728
O -17.902 10.897 -4.365
C -18.938 11.341 -5.203
N -14.961 11.472 -6.544
H -15.192 8.923 -5.838
H -15.883 9.068 -7.488
H -16.877 8.717 -6.011
H -16.996 11.216 -6.791
H -16.372 12.162 -4.560
H -15.918 10.492 -4.073
H -19.881 11.146 -4.695
H -18.906 10.757 -6.125
H -18.945 12.415 -5.429
H -14.921 11.726 -7.523
H -14.923 12.362 -6.058
C -20.624 9.846 -1.735
C -19.816 9.105 -0.674
C -20.469 7.758 -0.367
O -21.777 7.966 0.076
C -21.964 8.029 1.456
N -18.458 8.965 -1.207
H -20.682 9.202 -2.624
H -20.227 10.782 -2.136
H -21.646 10.053 -1.421
H -19.905 9.668 0.267
H -19.845 7.220 0.359
H -20.411 7.192 -1.305
H -21.451 7.261 2.044
H -23.031 7.860 1.638
H -21.814 9.005 1.938
H -17.922 9.829 -1.131
H -17.915 8.417 -0.532
C -14.492 7.234 -2.311
C -14.916 6.181 -3.322
C -14.254 4.820 -3.144
O -12.872 5.066 -2.994
C -12.074 3.927 -3.274
N -16.395 6.197 -3.474
H -15.011 8.161 -2.553
H -13.413 7.359 -2.336
H -14.731 6.920 -1.289
H -14.591 6.530 -4.312
H -14.528 4.142 -3.957
H -14.581 4.389 -2.184
H -11.090 4.112 -2.851
H -11.997 3.823 -4.363
H -12.505 2.999 -2.888
H -16.709 5.891 -2.550
H -16.645 5.426 -4.090
O -19.092 4.713 -3.197
H -18.704 4.037 -3.759
H -19.182 5.503 -3.775


# 8
Computed, not measured: 2 unconnected molecules or ions with the total composition C4H11N3O2, with wB97M-V/def2-TZVPD.

Computed properties:
- Multiplicity: 1
- SMILES: [H]/N=C(/N)NC.CC(=O)O
- HOMO: -9.256 eV
- Energy above the lowest of the compared OMol25 structures with the same formula, charge and spin: 20.00 kJ/mol

Element x y z (Å)
H 0.005 -2.391 0.480
N 0.334 -1.522 0.083
C 1.043 -0.850 0.918
N 1.880 0.131 0.465
N 1.063 -1.078 2.272
C 2.076 -0.476 3.135
H 1.918 0.984 1.008
H 1.813 0.303 -0.530
H 0.190 -1.242 2.741
H 3.040 -0.677 2.695
H 1.946 -0.914 4.119
H 1.944 0.609 3.197
C -2.709 1.666 -2.181
C -1.495 0.894 -1.743
O -0.364 1.140 -2.097
O -1.818 -0.127 -0.942
H -2.627 2.712 -1.924
H -3.623 1.250 -1.789
H -2.707 1.604 -3.267
H -1.009 -0.584 -0.585


E, respectively: -370.2023 -6159.5739 -382.3866 -756.1620 -6733.7078 -286.5698 -1174.7816 -473.7951 a.u..